(1)
Formula: C16H42N3O8P2S
Source: the Open Molecules 2025 dataset
Level of theory: ωB97M-V/def2-TZVPD

Each line ends with the Mulliken charge.
Positions of all 72 atoms, in Å:
N  -3.0437  2.9308  4.8478  -0.39
C  -1.8895  2.6285  4.2101  0.45
N  -1.9175  1.5221  3.4071  -0.46
N  -0.7603  3.3052  4.3746  -0.04
C  -0.6532  4.7587  4.5242  -0.93
C  -1.4230  5.5362  3.4546  -0.53
C  -0.6382  5.7157  2.1412  -0.54
S  -1.8382  5.9378  0.7672  -0.21
H  -3.3537  3.8924  4.7396  0.30
H  -3.7670  2.2969  4.5234  0.32
H  -2.5506  1.6576  2.6275  0.26
H  -0.9909  1.2768  3.0842  0.20
H  0.0845  2.7610  4.4569  0.29
H  -0.9660  5.1092  5.5120  0.30
H  0.4039  5.0094  4.4671  0.43
H  -2.4148  5.1232  3.2692  0.36
H  -1.5624  6.5406  3.8567  0.39
H  -0.0660  6.6382  2.1628  0.38
H  0.0083  4.8675  1.9306  0.29
H  -2.7812  6.6293  1.4312  0.14
O  -0.5258  -4.1093  -1.1960  -0.87
P  -1.1486  -3.0882  -0.3068  1.56
O  -0.9180  -3.8122  1.1504  -0.42
C  0.4116  -3.9321  1.6580  -0.41
C  1.0197  -2.5865  2.0138  -0.67
O  -2.7142  -3.4763  -0.6065  -0.51
C  -3.1159  -3.9328  -1.9094  -0.15
C  -3.3337  -5.4310  -1.9008  -1.22
O  -1.5996  -1.6583  0.3645  -0.35
C  -2.8100  -1.4520  1.0920  -0.11
C  -2.8250  -2.0408  2.4865  -0.97
H  1.0375  -4.4543  0.9302  0.29
H  0.3486  -4.5563  2.5487  0.33
H  1.1578  -1.9682  1.1211  0.14
H  1.9918  -2.7215  2.4887  0.43
H  0.3698  -2.0337  2.6935  0.06
H  -2.3834  -3.6453  -2.6624  0.16
H  -4.0485  -3.4203  -2.1522  0.38
H  -2.5057  -5.9524  -1.4228  0.30
H  -3.4485  -5.8104  -2.9167  0.38
H  -4.2346  -5.6813  -1.3386  0.32
H  -3.6781  -1.7728  0.5228  0.27
H  -2.8983  -0.3622  1.1756  0.16
H  -2.9356  -3.1222  2.4678  0.37
H  -3.6715  -1.6395  3.0489  0.42
H  -1.9067  -1.8056  3.0253  0.09
O  3.1627  -1.0563  -5.1108  -0.81
P  2.8729  -0.0370  -4.0743  0.98
O  4.0434  -0.2359  -2.9587  -0.26
C  5.4017  0.0236  -3.3301  -0.34
C  5.6542  1.4933  -3.6126  -0.91
O  1.5986  -0.7463  -3.3241  -0.32
C  0.7284  -1.6309  -4.0454  -0.48
C  1.0211  -3.0720  -3.6840  -0.83
O  2.4037  1.4536  -3.6337  -0.37
C  1.7252  1.7608  -2.4162  -0.02
C  2.5993  1.7296  -1.1801  -0.88
H  5.6673  -0.5856  -4.1971  0.29
H  6.0190  -0.3035  -2.4941  0.31
H  5.0970  1.8267  -4.4924  0.30
H  6.7146  1.6689  -3.7940  0.40
H  5.3347  2.1130  -2.7753  0.15
H  0.8123  -1.4668  -5.1183  0.44
H  -0.2954  -1.3723  -3.7580  0.37
H  2.0878  -3.2914  -3.7207  0.34
H  0.5019  -3.7536  -4.3601  0.36
H  0.6912  -3.2821  -2.6704  0.04
H  0.8404  1.1418  -2.2869  0.15
H  1.3580  2.7807  -2.5532  0.33
H  2.8397  0.7096  -0.8835  0.25
H  2.0696  2.1986  -0.3471  0.32
H  3.5350  2.2622  -1.3428  0.19

Strongest force on any atom = 8.01 eV/Å
Net charge = +1
2S+1 = 1
Kohn-Sham gap = 7.7 eV
LUMO = -4.03 eV
E = -2481.71821 Eh

(2)
Formula: C16H42N6O2P
Source: the Open Molecules 2025 dataset
Level of theory: ωB97M-V/def2-TZVPD

Each line ends with the natural charge from an NBO analysis.
Positions of all 67 atoms, in Å:
N  2.6116  5.9160  -0.0768  -1.26
P  2.3692  4.3960  -0.5193  2.24
O  1.8924  3.5474  0.8530  -0.99
O  3.8340  3.7440  -1.0785  -0.92
N  1.2281  4.2975  -1.8562  -1.02
C  -0.0823  3.9646  -1.7675  0.81
N  -1.1283  4.8050  -1.3386  -0.51
C  -1.9630  4.2501  -0.2274  -0.25
C  -1.8535  2.6916  0.0243  -0.47
C  -0.7860  1.9247  -0.8569  -0.25
N  -0.4813  2.6023  -2.1812  -0.59
H  1.9856  6.4836  -0.6756  0.37
H  1.9843  4.1176  1.6501  0.55
H  4.0332  2.9206  -0.5751  0.52
H  1.6025  4.5100  -2.7971  0.49
H  -0.7751  5.7499  -1.1057  0.43
H  -1.7908  4.8041  0.7503  0.25
H  -3.0524  4.4714  -0.4979  0.24
H  -1.5402  2.5456  1.1138  0.26
H  -2.8530  2.1552  -0.1009  0.25
H  0.2023  1.9202  -0.2815  0.22
H  -1.0318  0.8365  -1.0541  0.26
H  -1.4276  2.7624  -2.5797  0.38
C  1.4183  -1.5247  -1.6742  -0.62
C  0.2562  -2.4933  -1.8536  -0.21
N  -0.1559  -2.6764  -3.2386  -0.46
C  -1.4331  -3.3729  -3.3729  -0.21
C  -1.5070  -4.8218  -2.8917  -0.64
C  0.8870  -3.0971  -4.1683  -0.22
C  1.6230  -4.4037  -3.8678  -0.64
H  1.1973  -0.5533  -2.1254  0.20
H  1.6053  -1.3653  -0.6084  0.21
H  2.3423  -1.9100  -2.1114  0.21
H  -0.5886  -2.0805  -1.2894  0.18
H  0.5143  -3.4477  -1.3772  0.17
H  -1.7561  -3.3315  -4.4183  0.20
H  -2.1879  -2.7967  -2.8249  0.18
H  -1.0104  -5.5024  -3.5837  0.21
H  -2.5525  -5.1355  -2.8348  0.22
H  -1.0738  -4.9538  -1.8984  0.20
H  1.6300  -2.2964  -4.2341  0.19
H  0.4681  -3.1547  -5.1780  0.20
H  1.9064  -4.4931  -2.8164  0.20
H  2.5463  -4.4453  -4.4533  0.22
H  1.0326  -5.2766  -4.1430  0.21
C  -1.2947  -2.2900  2.0917  -0.62
C  -0.1239  -1.5070  2.6688  -0.22
N  -0.4435  -0.1149  2.9722  -0.47
C  0.7360  0.6988  3.2511  -0.20
C  1.5618  0.3510  4.4893  -0.64
C  -1.5803  0.1045  3.8609  -0.22
C  -1.5303  -0.5317  5.2504  -0.64
H  -1.6998  -1.7938  1.2060  0.20
H  -0.9620  -3.2877  1.7954  0.22
H  -2.1000  -2.4212  2.8181  0.21
H  0.6733  -1.5252  1.9171  0.19
H  0.2630  -2.0394  3.5463  0.17
H  0.4412  1.7534  3.3089  0.18
H  1.3974  0.6416  2.3780  0.18
H  1.0670  0.6707  5.4067  0.21
H  2.5212  0.8739  4.4485  0.21
H  1.7767  -0.7164  4.5601  0.21
H  -2.4828  -0.2533  3.3562  0.19
H  -1.7476  1.1814  3.9742  0.19
H  -1.1832  -1.5671  5.2248  0.21
H  -2.5347  -0.5411  5.6839  0.22
H  -0.8946  0.0303  5.9335  0.21

Strongest force on any atom = 5.11 eV/Å
Net charge = +1
2S+1 = 1
Kohn-Sham gap = 4.6 eV
LUMO = -5.45 eV
E = -1454.89569 Eh

(3)
Formula: C16H42NO4S
Source: the Open Molecules 2025 dataset
Level of theory: ωB97M-V/def2-TZVPD

Each line ends with the natural charge from an NBO analysis.
Positions of all 64 atoms, in Å:
C  2.4841  2.8056  -3.2323  -0.27
O  2.0561  1.5864  -3.8480  -0.53
C  3.0036  0.5622  -3.7607  -0.05
C  2.8436  -0.3391  -2.4898  -0.46
C  3.3921  0.3181  -1.1933  -0.24
N  4.5733  -0.4658  -0.6469  -0.63
S  6.0495  0.4515  -1.0045  0.23
H  3.5323  2.7783  -2.9029  0.16
H  2.3590  3.5998  -3.9765  0.21
H  1.8285  2.9891  -2.3661  0.19
H  4.0480  0.9012  -3.8408  0.17
H  2.8076  -0.1088  -4.6082  0.21
H  3.3556  -1.2828  -2.7414  0.21
H  1.7760  -0.5219  -2.3277  0.26
H  2.6429  0.3492  -0.3946  0.25
H  3.7386  1.3447  -1.3547  0.24
H  4.6253  -1.3919  -1.0747  0.44
H  4.5027  -0.6293  0.3578  0.44
H  7.0376  -0.3449  -0.4742  0.17
C  -3.7123  -2.8951  -1.8208  -0.65
C  -2.5361  -2.5304  -0.9321  -0.07
O  -1.3013  -2.4361  -1.6260  -0.54
C  -1.2421  -1.4676  -2.6570  -0.06
C  -1.4898  -0.0534  -2.1660  -0.65
H  -3.5258  -3.8422  -2.3298  0.22
H  -4.6206  -2.9897  -1.2249  0.22
H  -3.8952  -2.1408  -2.5873  0.20
H  -2.4030  -3.3112  -0.1822  0.19
H  -2.7325  -1.6037  -0.3822  0.16
H  -1.9263  -1.7331  -3.4687  0.17
H  -0.2340  -1.5286  -3.0731  0.17
H  -2.4879  0.0637  -1.7431  0.21
H  -1.3874  0.6597  -2.9855  0.22
H  -0.7704  0.2052  -1.3839  0.19
C  -2.2520  -4.2444  4.8720  -0.65
C  -2.5790  -3.1165  3.9085  -0.06
O  -1.6743  -2.0257  3.9757  -0.53
C  -0.3217  -2.3192  3.6858  -0.06
C  -0.1044  -2.8771  2.2894  -0.64
H  -2.2279  -3.8736  5.8980  0.22
H  -3.0036  -5.0314  4.8011  0.22
H  -1.2802  -4.6937  4.6618  0.20
H  -3.5588  -2.7088  4.1575  0.19
H  -2.6497  -3.4887  2.8805  0.15
H  0.0925  -2.9912  4.4448  0.16
H  0.2168  -1.3746  3.7821  0.18
H  -0.6191  -3.8270  2.1427  0.21
H  0.9601  -3.0424  2.1089  0.20
H  -0.4829  -2.1798  1.5383  0.21
C  -0.8628  5.8883  0.7072  -0.65
C  -0.6325  4.6375  -0.1226  -0.06
O  0.2213  3.6873  0.4978  -0.55
C  -0.2163  3.1711  1.7437  -0.06
C  -1.5543  2.4587  1.6674  -0.65
H  0.0875  6.3727  0.9386  0.21
H  -1.4921  6.5925  0.1621  0.22
H  -1.3568  5.6655  1.6536  0.21
H  -0.1448  4.9175  -1.0576  0.18
H  -1.5832  4.1697  -0.3974  0.16
H  -0.2362  3.9614  2.5005  0.17
H  0.5510  2.4610  2.0586  0.17
H  -2.3602  3.1269  1.3627  0.21
H  -1.8167  2.0413  2.6403  0.23
H  -1.5114  1.6447  0.9402  0.20

Strongest force on any atom = 1.40 eV/Å
Net charge = +1
2S+1 = 1
Kohn-Sham gap = 7.4 eV
LUMO = -4.14 eV
E = -1388.34573 Eh